Entry 1:
Molecular formula: C2H6
Method: DFT, wB97M-V/def2-TZVPD

Atoms and positions in Å:
1 H -0.638 -1.413 -0.271
2 H 0.425 -0.383 -1.248
3 H -1.093 0.085 -1.180
4 H 1.232 -0.155 0.981
5 C 0.310 0.418 0.586
6 C -0.274 -0.375 -0.619
7 H -0.470 0.554 1.415
8 H 0.506 1.270 0.337

Results
- ΔE to the lowest compared entry with this formula, charge and spin (kcal per mole) = 37.1
- max |F| (eV Å⁻¹) = 11.258
- SMILES = CC
- LUMO energy (eV) = 1.32
- HOMO energy (eV) = -11.87
- gap between HOMO and LUMO (eV) = 13.1965
- 2S+1 = 1

=====

Entry 2:
Molecular formula: C2H6
Method: DFT, wB97M-V/def2-TZVPD

Atoms and positions in Å:
1 H -1.133 -0.030 -1.070
2 C -1.339 0.001 0.045
3 H -1.365 0.901 0.636
4 H 1.482 -0.847 0.696
5 H 1.499 0.936 0.392
6 H -1.841 -0.809 0.433
7 C 1.579 -0.022 -0.092
8 H 1.118 -0.131 -1.041

Results
- ΔE to the lowest compared entry with this formula, charge and spin (kcal per mole) = 102.5
- max |F| (eV Å⁻¹) = 3.031
- LUMO energy (spin up / spin down) (eV) = 0.25 / 0.26
- HOMO energy (spin up / spin down) (eV) = -8.96 / -9.03
- gap between HOMO and LUMO (spin up / spin down) (eV) = 9.2069 / 9.2889
- 2S+1 = 1

=====

Entry 3:
Molecular formula: C2H6BrN2O
Method: DFT, wB97M-V/def2-TZVPD

Atoms and positions in Å:
1 H -1.000 2.060 -0.288
2 N 0.264 -1.860 -0.684
3 C 0.942 -0.520 -0.268
4 H -1.385 1.634 1.260
5 H 1.896 -0.964 0.124
6 H -1.613 0.574 -0.073
7 N -1.013 1.291 0.390
8 H 1.424 -0.230 -1.266
9 Br -1.627 -1.753 -1.031
10 O 1.154 1.453 1.330
11 H 0.463 -2.600 -0.026
12 C 0.494 0.916 0.533

Results
- ΔE to the lowest compared entry with this formula, charge and spin (kcal per mole) = 58.8
- max |F| (eV Å⁻¹) = 4.850
- SMILES = [NH3+]C(=O)CNBr
- LUMO energy (eV) = -4.64
- HOMO energy (eV) = -13.77
- gap between HOMO and LUMO (eV) = 9.1348
- 2S+1 = 1
- total charge = +1